1.
A cluster of 8 separate species, C38H100N8O11 in total. Source: the Open Molecules 2025 dataset; level of theory: the ωB97M-V functional and the def2-TZVPD basis.

The geometry in XYZ format:
```
157
Properties=species:S:1:pos:R:3
C 23.95 -13.45 -24.27
O 22.80 -14.30 -24.43
C 22.51 -15.15 -23.32
C 21.13 -15.81 -23.54
C 21.06 -16.55 -24.89
N 20.00 -14.92 -23.42
H 24.81 -14.01 -23.92
H 23.98 -12.63 -23.56
H 24.19 -13.18 -25.30
H 23.29 -15.90 -23.17
H 22.45 -14.50 -22.45
H 21.05 -16.44 -22.65
H 21.75 -17.38 -24.88
H 21.19 -15.93 -25.78
H 20.04 -16.92 -25.00
H 20.02 -14.16 -24.08
H 19.93 -14.46 -22.52
C 23.60 -24.51 -8.29
O 24.55 -24.78 -7.20
C 25.30 -25.98 -7.35
C 26.71 -25.77 -7.91
C 27.47 -27.10 -8.07
N 27.44 -24.95 -6.88
H 23.99 -24.89 -9.23
H 23.45 -23.43 -8.24
H 22.65 -24.90 -7.93
H 25.41 -26.28 -6.31
H 24.83 -26.83 -7.85
H 26.78 -25.30 -8.89
H 28.37 -26.97 -8.68
H 26.99 -27.89 -8.65
H 27.67 -27.49 -7.08
H 26.85 -24.24 -6.47
H 28.10 -24.42 -7.44
C 28.53 -21.44 -32.02
O 27.90 -21.50 -30.72
C 28.22 -22.71 -30.09
C 27.59 -22.55 -28.67
C 26.08 -22.25 -28.69
N 28.28 -21.46 -28.00
H 28.34 -20.46 -32.45
H 28.18 -22.17 -32.75
H 29.61 -21.54 -31.99
H 27.74 -23.60 -30.48
H 29.29 -22.89 -30.06
H 27.68 -23.46 -28.08
H 25.63 -22.61 -27.76
H 25.54 -22.66 -29.54
H 25.92 -21.19 -28.93
H 29.25 -21.68 -28.19
H 28.12 -20.77 -28.72
C 25.20 -21.53 -20.55
O 25.08 -21.66 -19.18
C 23.89 -22.30 -18.60
C 24.28 -22.41 -17.07
C 25.62 -23.05 -16.78
N 23.35 -23.29 -16.36
H 25.24 -22.43 -21.16
H 26.08 -20.93 -20.80
H 24.29 -21.04 -20.90
H 22.94 -21.79 -18.75
H 23.91 -23.32 -18.98
H 24.32 -21.46 -16.55
H 25.74 -23.24 -15.71
H 26.41 -22.37 -17.11
H 25.74 -23.99 -17.31
H 23.17 -24.07 -16.98
H 22.48 -22.80 -16.50
C 28.34 -17.88 -12.08
O 29.65 -18.42 -11.87
C 29.65 -19.42 -10.84
C 31.03 -19.74 -10.20
C 32.37 -19.28 -10.85
N 31.18 -21.14 -9.91
H 27.68 -18.69 -12.39
H 28.44 -17.25 -12.96
H 27.91 -17.26 -11.29
H 29.08 -19.20 -9.94
H 29.41 -20.29 -11.46
H 30.95 -19.26 -9.23
H 32.61 -19.55 -11.88
H 33.31 -19.49 -10.34
H 32.45 -18.20 -10.79
H 30.81 -21.52 -10.77
H 32.18 -21.28 -9.98
C 17.16 -18.59 -12.43
O 16.93 -19.75 -13.21
C 17.71 -20.89 -12.93
C 17.07 -22.06 -13.73
N 17.34 -22.02 -15.20
C 16.49 -22.82 -15.99
C 16.60 -24.31 -15.72
O 15.76 -25.08 -16.62
C 14.39 -25.06 -16.28
H 18.19 -18.54 -12.06
H 16.48 -18.51 -11.59
H 17.15 -17.63 -12.94
H 17.86 -21.03 -11.85
H 18.69 -20.68 -13.34
H 16.01 -22.00 -13.48
H 17.40 -23.06 -13.47
H 17.10 -21.07 -15.44
H 16.72 -22.49 -17.00
H 15.44 -22.57 -15.84
H 16.41 -24.63 -14.70
H 17.66 -24.57 -15.83
H 13.96 -24.07 -16.14
H 14.17 -25.64 -15.38
H 13.83 -25.49 -17.10
C 21.28 -29.96 -16.75
O 21.09 -29.75 -18.11
C 20.61 -30.88 -18.85
C 20.14 -30.36 -20.25
N 20.04 -31.45 -21.15
C 20.09 -31.05 -22.57
C 18.84 -30.24 -23.06
O 17.71 -31.14 -23.07
C 16.37 -30.54 -23.28
H 20.32 -29.98 -16.23
H 21.78 -29.05 -16.43
H 21.91 -30.81 -16.51
H 19.89 -31.52 -18.34
H 21.43 -31.59 -18.99
H 20.88 -29.61 -20.54
H 19.14 -29.96 -20.11
H 19.16 -31.93 -20.99
H 20.13 -31.89 -23.27
H 20.98 -30.45 -22.77
H 19.16 -29.87 -24.04
H 18.59 -29.39 -22.42
H 16.32 -30.15 -24.30
H 16.11 -29.76 -22.57
H 15.66 -31.36 -23.17
C 32.99 -22.16 -26.97
O 32.26 -22.98 -26.03
C 33.02 -24.02 -25.38
C 32.13 -24.99 -24.50
N 31.62 -24.26 -23.33
C 30.70 -25.06 -22.56
C 29.48 -25.77 -23.19
O 29.80 -27.05 -23.72
C 28.61 -27.73 -24.04
H 33.27 -22.69 -27.88
H 33.91 -21.76 -26.54
H 32.28 -21.43 -27.35
H 33.87 -23.81 -24.74
H 33.53 -24.51 -26.21
H 32.73 -25.79 -24.05
H 31.44 -25.57 -25.10
H 31.15 -23.45 -23.70
H 30.29 -24.45 -21.76
H 31.33 -25.82 -22.11
H 29.26 -25.13 -24.04
H 28.63 -25.67 -22.51
H 27.89 -27.21 -24.67
H 28.10 -28.14 -23.17
H 28.86 -28.62 -24.62
```

Summary:
Spin multiplicity: 1
M, Da: 845.3
Kohn-Sham gap, eV: 9.118
Energy above the lowest of the compared OMol25 structures with the same formula, charge and spin, kJ/mol: 551.2

***

2.
A cluster of 12 separate species, C38H107N7O17 in total. Source: the Open Molecules 2025 dataset; level of theory: the ωB97M-V functional and the def2-TZVPD basis.

The geometry in XYZ format:
```
169
Properties=species:S:1:pos:R:3
C -22.69 5.73 -14.49
O -23.47 4.80 -13.82
C -24.84 5.16 -13.87
C -25.87 4.16 -13.32
C -25.69 2.77 -13.88
N -27.24 4.50 -13.69
H -23.10 6.74 -14.48
H -22.64 5.33 -15.50
H -21.67 5.62 -14.13
H -24.98 6.13 -13.38
H -25.19 5.39 -14.88
H -25.87 4.08 -12.24
H -26.39 2.07 -13.42
H -24.74 2.40 -13.49
H -25.74 2.66 -14.96
H -27.56 4.15 -14.58
H -27.39 5.50 -13.69
C -23.03 5.42 -10.18
O -24.12 6.06 -9.52
C -25.47 5.47 -9.63
C -25.61 3.94 -9.49
C -27.13 3.40 -9.60
N -25.21 3.42 -8.17
H -22.72 4.53 -9.63
H -22.23 6.16 -10.27
H -23.32 5.19 -11.21
H -26.04 6.08 -8.93
H -25.75 5.70 -10.66
H -25.05 3.44 -10.28
H -27.04 2.39 -9.19
H -27.41 3.45 -10.65
H -27.85 3.89 -8.95
H -24.34 3.92 -8.03
H -24.92 2.46 -8.36
C -22.12 14.86 -12.81
O -22.17 15.94 -13.70
C -22.60 15.58 -15.03
C -21.59 14.65 -15.81
C -20.32 15.37 -16.23
N -22.28 14.07 -16.97
H -23.12 14.46 -12.64
H -21.78 15.17 -11.83
H -21.47 14.04 -13.11
H -23.56 15.08 -14.92
H -22.80 16.53 -15.53
H -21.28 13.83 -15.17
H -20.44 16.11 -17.02
H -19.62 14.64 -16.63
H -19.82 15.99 -15.49
H -23.13 13.61 -16.69
H -22.56 14.80 -17.61
C -15.74 9.75 -11.11
O -16.42 10.78 -11.84
C -17.29 10.19 -12.84
C -18.31 11.29 -13.28
C -17.72 12.65 -13.63
N -19.27 11.57 -12.31
H -15.13 9.17 -11.80
H -16.36 8.98 -10.64
H -15.07 10.16 -10.36
H -16.66 10.03 -13.71
H -17.71 9.21 -12.62
H -18.86 10.91 -14.15
H -17.17 13.06 -12.78
H -18.48 13.38 -13.92
H -17.04 12.54 -14.48
H -18.84 11.99 -11.50
H -19.52 10.68 -11.91
C -25.82 12.75 -11.24
O -26.19 11.76 -12.19
C -25.32 11.56 -13.28
C -25.50 12.68 -14.36
C -26.89 12.62 -15.01
N -24.42 12.46 -15.33
H -25.97 13.72 -11.71
H -24.77 12.71 -10.97
H -26.41 12.72 -10.32
H -24.29 11.58 -12.94
H -25.48 10.58 -13.75
H -25.33 13.61 -13.82
H -27.74 12.86 -14.37
H -26.99 11.67 -15.53
H -26.83 13.40 -15.77
H -23.51 12.41 -14.90
H -24.60 11.52 -15.65
C -27.34 11.11 -5.60
O -27.36 10.39 -6.85
C -26.09 10.16 -7.43
C -26.36 9.45 -8.73
C -25.20 9.20 -9.65
N -27.41 10.09 -9.59
H -28.34 11.34 -5.23
H -26.81 12.04 -5.80
H -26.89 10.52 -4.81
H -25.68 11.16 -7.59
H -25.42 9.64 -6.73
H -26.80 8.52 -8.37
H -24.36 8.69 -9.19
H -24.83 10.12 -10.12
H -25.61 8.71 -10.53
H -27.95 10.61 -8.92
H -26.87 10.84 -9.99
C -19.42 8.27 -16.11
O -18.06 7.86 -16.28
C -17.29 8.68 -17.17
C -15.87 8.20 -17.26
C -15.12 8.48 -15.93
N -15.26 8.98 -18.33
H -19.93 7.68 -15.35
H -19.86 8.00 -17.07
H -19.44 9.33 -15.84
H -17.81 8.72 -18.13
H -17.30 9.73 -16.88
H -15.86 7.13 -17.44
H -15.62 8.18 -15.01
H -15.04 9.55 -15.71
H -14.09 8.10 -15.98
H -15.65 8.72 -19.23
H -14.30 8.69 -18.49
O -24.74 9.61 -16.33
C -23.98 9.67 -17.55
C -22.48 9.91 -17.23
O -21.77 9.65 -18.43
H -25.67 9.51 -16.54
H -24.11 8.76 -18.14
H -24.42 10.49 -18.11
H -22.21 9.26 -16.39
H -22.34 10.95 -16.93
H -21.69 10.44 -18.97
O -19.05 5.37 -12.88
C -18.96 6.62 -12.22
C -18.00 6.49 -11.01
O -18.39 5.41 -10.13
H -19.28 4.75 -12.18
H -18.70 7.35 -12.99
H -19.92 6.97 -11.85
H -18.13 7.40 -10.43
H -17.00 6.46 -11.44
H -18.07 5.64 -9.25
O -18.26 8.58 -7.92
C -19.20 7.62 -7.50
C -18.41 6.48 -6.80
O -17.33 6.02 -7.61
H -18.79 9.29 -8.29
H -19.91 8.05 -6.80
H -19.75 7.26 -8.37
H -19.04 5.66 -6.44
H -17.96 6.76 -5.84
H -16.72 6.73 -7.82
O -21.92 11.20 -13.50
C -21.95 9.79 -13.32
C -21.95 9.29 -11.90
O -20.55 9.29 -11.48
H -21.03 11.43 -13.22
H -22.80 9.39 -13.88
H -21.07 9.41 -13.83
H -22.26 8.25 -11.80
H -22.51 9.96 -11.24
H -20.50 9.11 -10.54
O -21.56 8.94 -8.86
C -21.94 10.05 -8.06
C -21.16 11.36 -8.45
O -19.73 11.23 -8.39
H -21.85 8.15 -8.40
H -22.99 10.32 -8.12
H -21.63 9.68 -7.08
H -21.39 12.18 -7.77
H -21.44 11.69 -9.44
H -19.22 12.05 -8.36
```

Summary:
Spin multiplicity: 1
M, Da: 934.3
Kohn-Sham gap, eV: 8.831
Energy above the lowest of the compared OMol25 structures with the same formula, charge and spin, kJ/mol: 225.6

***

3.
A cluster of 11 separate species, C38H107N9O11 in total. Source: the Open Molecules 2025 dataset; level of theory: the ωB97M-V functional and the def2-TZVPD basis.

The geometry in XYZ format:
```
165
Properties=species:S:1:pos:R:3
C -23.00 16.13 9.61
O -23.14 15.63 10.93
C -23.58 16.63 11.81
C -23.30 16.25 13.24
C -24.03 14.99 13.66
N -23.73 17.38 14.09
H -23.91 16.69 9.35
H -22.84 15.31 8.92
H -22.16 16.85 9.56
H -23.13 17.61 11.56
H -24.67 16.75 11.69
H -22.22 16.07 13.37
H -25.04 15.25 14.01
H -23.51 14.50 14.48
H -24.13 14.25 12.86
H -23.22 18.21 13.81
H -23.38 17.19 15.03
C -28.58 19.12 3.10
O -29.21 18.65 4.27
C -28.28 18.09 5.16
C -28.96 17.79 6.47
C -29.46 19.05 7.14
N -28.01 17.12 7.35
H -27.88 18.39 2.68
H -28.02 20.05 3.28
H -29.37 19.38 2.39
H -27.84 17.17 4.74
H -27.45 18.79 5.33
H -29.83 17.14 6.29
H -30.20 19.58 6.54
H -28.64 19.77 7.29
H -29.93 18.86 8.11
H -28.36 16.99 8.30
H -27.62 16.25 7.01
C -25.11 9.88 11.84
O -24.54 11.18 11.72
C -23.28 11.16 11.07
C -22.11 10.84 11.97
C -22.10 11.74 13.20
N -20.82 10.95 11.27
H -26.09 10.03 12.28
H -24.53 9.24 12.52
H -25.26 9.40 10.87
H -23.29 10.52 10.17
H -23.15 12.19 10.69
H -22.11 9.81 12.34
H -21.16 11.64 13.74
H -22.89 11.51 13.91
H -22.25 12.79 12.92
H -20.67 11.88 10.90
H -20.78 10.28 10.51
C -31.53 13.45 14.40
O -30.61 13.32 13.33
C -29.33 12.93 13.76
C -28.32 13.32 12.70
C -26.91 12.89 13.07
N -28.29 14.76 12.42
H -32.47 13.81 13.98
H -31.15 14.14 15.16
H -31.70 12.47 14.86
H -29.08 13.39 14.72
H -29.29 11.84 13.94
H -28.60 12.83 11.76
H -26.24 13.16 12.25
H -26.84 11.83 13.27
H -26.57 13.43 13.96
H -27.87 15.25 13.20
H -29.25 15.10 12.35
C -33.85 15.98 11.49
O -32.88 15.91 10.49
C -31.62 16.36 10.91
C -30.67 16.28 9.73
C -30.64 14.87 9.16
N -29.28 16.65 10.05
H -34.18 17.00 11.73
H -33.50 15.51 12.42
H -34.72 15.43 11.14
H -31.67 17.39 11.28
H -31.23 15.71 11.71
H -31.08 16.90 8.92
H -29.87 14.79 8.39
H -31.58 14.55 8.74
H -30.34 14.13 9.93
H -29.26 17.40 10.73
H -28.84 15.83 10.44
C -25.09 15.80 5.87
O -26.00 15.10 6.70
C -25.58 13.81 7.06
C -26.38 13.34 8.25
C -26.26 14.29 9.43
N -25.89 11.99 8.66
H -25.52 16.79 5.73
H -24.98 15.31 4.90
H -24.13 15.91 6.39
H -25.66 13.09 6.23
H -24.53 13.84 7.38
H -27.45 13.21 8.04
H -25.24 14.37 9.83
H -26.87 13.98 10.29
H -26.65 15.29 9.19
H -26.20 11.81 9.61
H -24.88 12.05 8.77
C -28.42 9.47 10.18
O -27.79 8.43 10.90
C -27.38 7.36 10.09
C -28.50 6.61 9.40
C -29.46 6.06 10.44
N -27.92 5.49 8.66
H -28.52 10.37 10.78
H -29.37 9.17 9.74
H -27.77 9.78 9.33
H -26.62 7.69 9.35
H -26.86 6.66 10.74
H -29.05 7.29 8.74
H -30.04 6.82 10.96
H -28.96 5.50 11.23
H -30.16 5.36 9.97
H -28.63 4.96 8.17
H -27.24 5.81 7.98
C -21.19 16.76 5.44
O -21.03 18.16 5.61
C -20.44 18.86 4.54
C -18.95 18.60 4.33
C -18.18 19.08 5.55
N -18.46 19.31 3.15
H -21.90 16.52 4.63
H -21.56 16.34 6.37
H -20.21 16.33 5.20
H -21.01 18.72 3.61
H -20.51 19.92 4.83
H -18.73 17.53 4.21
H -18.48 18.54 6.45
H -18.33 20.15 5.70
H -17.11 18.92 5.41
H -19.15 19.28 2.41
H -18.39 20.30 3.38
C -24.30 19.03 4.52
O -25.10 18.24 3.61
C -24.37 17.76 2.53
C -25.31 17.01 1.58
C -25.84 15.78 2.33
N -24.59 16.53 0.39
H -23.91 19.89 3.98
H -23.54 18.38 4.95
H -24.99 19.34 5.30
H -23.89 18.58 1.96
H -23.54 17.08 2.79
H -26.15 17.64 1.30
H -26.51 16.07 3.13
H -24.99 15.17 2.63
H -26.44 15.21 1.62
H -23.86 17.17 0.11
H -24.14 15.65 0.61
C -28.40 10.59 6.44
O -28.85 10.11 5.18
H -28.48 9.79 7.18
H -27.34 10.86 6.44
H -28.93 11.49 6.75
H -29.61 10.62 4.90
C -25.96 19.00 9.23
O -25.71 18.63 7.89
H -25.14 19.62 9.60
H -26.91 19.54 9.33
H -26.03 18.12 9.90
H -26.47 18.07 7.62
```

Summary:
Spin multiplicity: 1
M, Da: 866.3
Kohn-Sham gap, eV: 9.297
Energy above the lowest of the compared OMol25 structures with the same formula, charge and spin, kJ/mol: 0.0